No. 1
The following is a DFT calculation (ωB97M-V with the def2-TZVPD basis set) of a molecular structure, C38H31CaF9N4O8P2S3Se2.

As for the charge: -2. The calculated total energy is -286926.669 eV. The value obtained for the gap between HOMO and LUMO is 7.02 eV. The value obtained for the relative energy (zero: lowest compared OMol25 entry of this formula, charge and spin) is 184.05 kJ/mol. Its spin multiplicity is 1. The value obtained for the molecular weight is 1198.815 g/mol.

XYZ file:
```
98
C38H31CaF9N4O8P2S3Se2, DFT ωB97M-V with the def2-TZVPD basis set
Ca 1.10055 0.18290 -0.14478
C -4.45677 0.01400 0.28715
C -3.28317 -0.83306 0.71736
C -2.56153 -0.53467 1.87207
C -1.48379 -1.32315 2.26592
C -1.11412 -2.42681 1.50644
C -1.80143 -2.71020 0.33319
C -2.88082 -1.92287 -0.05081
H -5.25925 -0.60334 -0.12187
H -4.15044 0.72303 -0.48616
H -4.84982 0.59716 1.12240
H -2.84826 0.32778 2.46438
H -0.93321 -1.08810 3.17044
H -0.29198 -3.05306 1.82317
H -1.49251 -3.54717 -0.28398
H -3.41550 -2.15031 -0.96883
Se 2.11374 6.95288 2.11159
P 2.73248 5.05836 2.79600
C 2.55801 4.92193 4.61244
C 1.71268 5.78955 5.29215
C 1.59040 5.70014 6.67633
C 2.32363 4.75390 7.38032
C 3.17094 3.88259 6.70149
C 3.28400 3.95731 5.31883
C 4.52340 4.88099 2.50141
C 5.39370 5.68399 3.23929
C 6.75021 5.68682 2.95150
C 7.24427 4.90035 1.91339
C 6.38117 4.10430 1.17626
C 5.02070 4.09166 1.46851
C 2.08300 3.47619 2.20619
C 0.97251 2.92488 1.54865
N 1.08234 1.55045 1.65288
N 2.22207 1.35942 2.36452
N 2.84193 2.46585 2.70378
P -0.39419 3.79190 0.69968
Se -2.19367 2.76740 0.28035
C -0.91275 4.88182 2.10831
C -0.92135 4.34097 3.39537
C -1.47042 5.04539 4.46119
C -2.02413 6.30196 4.25454
C -2.02526 6.84535 2.97338
C -1.47989 6.13832 1.91121
C 0.28027 4.88278 -0.58038
C 1.62591 4.91083 -0.92764
C 2.06651 5.73750 -1.94768
C 1.16359 6.53958 -2.63299
C -0.18497 6.49530 -2.30776
C -0.62782 5.65697 -1.29466
H 1.15989 6.53540 4.72950
H 0.92194 6.37465 7.20294
H 2.23651 4.69193 8.46031
H 3.74476 3.14348 7.24986
H 3.91782 3.26170 4.78089
H 4.99852 6.31358 4.02799
H 7.42342 6.30707 3.53284
H 8.30387 4.91139 1.68144
H 6.76047 3.48446 0.37112
H 4.35454 3.45076 0.90271
H -0.51064 3.35306 3.56628
H -1.45569 4.61161 5.45508
H -2.45549 6.85257 5.08477
H -2.44507 7.83134 2.80088
H -1.47726 6.58154 0.92427
H 2.32858 4.26188 -0.42643
H 3.11819 5.74409 -2.21034
H 1.50814 7.18365 -3.43395
H -0.89815 7.10095 -2.85708
H -1.68718 5.56994 -1.08216
F -1.67082 1.62577 -3.32651
C -0.65203 0.82464 -3.00857
F -0.44866 0.01688 -4.06180
F -1.08204 0.04537 -1.96409
S 0.93714 1.87547 -2.65099
O 0.70079 1.99954 -1.13842
O 0.60982 3.11536 -3.37783
O 1.56834 -0.65609 -2.06197
F 1.96071 -2.62224 3.15515
C 2.91053 -3.01164 2.29039
F 2.57319 -4.21803 1.85386
F 4.06293 -3.07894 2.95349
S 2.97971 -1.73212 0.88887
O 1.48080 -1.60185 0.75059
O 2.62526 0.21221 2.74173
N 3.41068 -2.71169 -0.36240
S 4.73298 -3.50501 -0.55382
O 5.11232 -4.36502 0.53812
O 4.77632 -4.05426 -1.88314
C 6.13595 -2.29882 -0.55370
F 5.94805 -1.33804 0.35391
F 6.29881 -1.72349 -1.74832
F 7.28060 -2.93575 -0.25204
C 3.71070 -0.33259 -3.05569
C 2.76117 -0.24297 -1.89733
O 3.15096 0.29379 -0.79747
H 4.61741 0.23490 -2.85946
H 3.20018 0.04867 -3.94018
H 3.95866 -1.38657 -3.21612
```


No. 2
The following is a DFT calculation (ωB97M-V with the def2-TZVPD basis set) of a gas-phase ion, C5H10N3 (charge +1).

As for the charge: +1. The calculated total energy is -9808.741 eV. The value obtained for the gap between HOMO and LUMO is 9.73 eV. As for the structure (SMILES): C=C(N)C/C=N\C=[NH2+]. The value obtained for the relative energy (zero: lowest compared OMol25 entry of this formula, charge and spin) is 290.12 kJ/mol. Its spin multiplicity is 1. The value obtained for the molecular weight is 112.156 g/mol.

XYZ file:
```
18
C5H10N3, DFT ωB97M-V with the def2-TZVPD basis set
C 1.78647 -0.87898 0.56470
C 1.00006 -0.05582 -0.12724
N 0.27859 -0.59960 -1.24177
C 0.76631 1.49553 0.18251
C -0.68338 1.72739 0.15639
N -1.48647 0.81479 -0.10228
C -1.61207 -0.48243 -0.31227
N -1.65072 -1.27702 0.76865
H 1.96774 -1.81353 0.16244
H 2.26498 -0.65638 1.55521
H 0.05536 0.12287 -1.93449
H 0.91171 -1.27455 -1.75542
H 1.34136 2.08653 -0.57426
H 1.06060 1.81155 1.16029
H -0.95369 2.84143 0.35836
H -2.22858 -0.56082 -1.20972
H -0.91136 -1.02159 1.48499
H -1.90691 -2.27935 0.86389
```


No. 3
The following is a DFT calculation (ωB97M-V with the def2-TZVPD basis set) of a single C4H4N2O2 molecule.

The calculated total energy is -11284.223 eV. The value obtained for the gap between HOMO and LUMO is 9.42 eV. As for the structure (SMILES): Oc1cnncc1O. The value obtained for the relative energy (zero: lowest compared OMol25 entry of this formula, charge and spin) is 416.50 kJ/mol. Its spin multiplicity is 1. The value obtained for the molecular weight is 112.088 g/mol.

XYZ file:
```
12
C4H4N2O2, DFT ωB97M-V with the def2-TZVPD basis set
O 1.33464 -0.00292 -1.74165
C 0.53154 0.33850 -0.66975
C 0.88035 1.11889 0.54811
N -0.03843 1.49914 1.53276
N -1.20595 0.81313 1.62838
C -1.35512 -0.23529 0.81386
C -0.42443 -0.49935 -0.24700
O -0.60341 -1.63920 -0.93033
H 2.35889 0.23589 -1.70668
H 1.81397 1.67029 0.26909
H -2.29303 -0.77429 0.83821
H -0.99901 -2.52479 -0.33501
```


| no. | strongest force on any atom (hartree/bohr) |
| --- | --- |
| 1 | 0.060 |
| 2 | 0.059 |
| 3 | 0.103 |